This record from the OMol25 dataset describes a molecular structure, C31H42CoN3OP at a distorted geometry. The level of theory is ωB97M-V/def2-TZVPD.

2S+1 = 5
HOMO (alpha / beta) = 0.6 / -3.2 eV
relative energy (zero: lowest compared OMol25 entry of this formula, charge and spin) = 0.0 kJ/mol
charge = -1

```
79
C31H42CoN3OP (ωB97M-V/def2-TZVPD)
Co -0.194 0.099 0.107
N 1.729 0.022 -0.532
N 0.166 1.580 -2.342
C -1.958 0.418 1.071
C -1.095 1.568 0.989
C 0.129 1.251 1.686
C 1.152 2.296 1.930
H 1.139 3.081 1.158
H 2.153 1.844 1.883
H 1.043 2.768 2.917
C -0.005 -0.119 2.191
C 0.788 -0.906 3.167
H 0.487 -0.740 4.221
H 1.840 -0.626 3.046
H 0.721 -1.990 2.968
C -1.254 -0.627 1.737
C -1.833 -1.923 2.193
H -1.040 -2.674 2.294
H -2.559 -2.271 1.452
H -2.342 -1.839 3.170
C -1.434 2.898 0.417
H -1.832 3.580 1.184
H -2.191 2.779 -0.368
H -0.546 3.364 -0.030
C -3.397 0.365 0.737
H -3.603 -0.595 0.244
H -3.655 1.187 0.060
H -4.039 0.438 1.633
C 2.654 -0.932 -0.172
H 2.246 -1.803 0.342
C 4.037 -0.657 -0.199
H 4.729 -1.419 0.195
C 4.526 0.594 -0.558
H 5.542 0.902 -0.315
C 3.608 1.526 -1.012
H 3.852 2.577 -1.191
C 2.223 1.196 -1.122
C 1.336 2.048 -1.786
H 1.675 3.022 -2.119
C -0.551 0.535 -1.789
C -0.475 2.111 -3.476
H -0.068 2.934 -4.029
C -1.548 1.325 -3.702
H -2.240 1.335 -4.512
N -1.591 0.373 -2.673
C -2.466 -0.760 -2.726
C -3.849 -0.585 -2.587
C -4.660 -1.726 -2.545
H -5.733 -1.610 -2.381
C -4.128 -3.004 -2.723
C -4.999 -4.223 -2.664
H -4.870 -4.764 -1.717
H -4.746 -4.919 -3.472
H -6.054 -3.948 -2.755
C -2.761 -3.136 -2.973
H -2.342 -4.122 -3.174
C -1.922 -2.021 -3.000
C -0.496 -2.159 -3.418
H -0.342 -1.812 -4.452
H -0.212 -3.215 -3.382
H 0.177 -1.592 -2.764
C -4.478 0.767 -2.472
H -4.858 1.116 -3.444
H -3.786 1.528 -2.097
H -5.339 0.713 -1.792
C 3.279 0.942 4.432
P 4.112 0.491 2.889
C 4.830 2.074 2.380
C 4.903 -1.106 3.158
O 2.993 0.124 1.936
H 2.724 0.058 4.803
H 2.611 1.811 4.255
H 4.169 1.184 5.027
H 5.596 2.227 3.152
H 5.253 2.074 1.363
H 4.040 2.851 2.459
H 4.069 -1.840 3.178
H 5.567 -1.321 2.307
H 5.390 -0.990 4.133
```